Entry 1:
13
Properties=species:S:1:pos:R:3 method="wB97M-V/def2-TZVPD" de_lowest_kcal_mol=24.8 multiplicity=1 smiles=Nc1c[nH]c(O)c1
H 2.807 1.197 0.554
C 1.336 0.046 0.252
C -0.870 0.096 -0.155
C 0.289 0.911 0.116
H 1.455 -1.877 -0.428
N -2.138 0.595 -0.476
H -2.370 1.459 -0.009
H -1.042 -2.125 -0.185
C -0.477 -1.206 -0.131
H -2.875 -0.084 -0.347
O 2.658 0.247 0.473
N 0.903 -1.249 0.139
H 0.324 1.990 0.195

Entry 2:
13
Properties=species:S:1:pos:R:3 method="wB97M-V/def2-TZVPD" de_lowest_kcal_mol=105.9 multiplicity=1 smiles="CC(=C=CN)N=O"
N -0.767 -0.305 -1.937
H 3.342 0.094 1.053
C 0.237 0.232 0.181
H 2.374 -1.224 0.738
H -2.931 -0.506 -0.729
C -0.857 -0.046 -0.491
O 0.348 -0.502 -2.350
N 2.410 -0.289 1.122
H -2.625 0.959 0.215
C 1.436 0.563 0.601
H -2.357 -0.627 0.952
C -2.272 -0.060 0.021
H 1.690 1.622 0.629

Entry 3:
13
Properties=species:S:1:pos:R:3 method="wB97M-V/def2-TZVPD" de_lowest_kcal_mol=10.1 multiplicity=1 smiles=Cc1c[nH]c(O)n1
H 2.596 -0.437 -0.210
C -1.524 0.269 -0.015
C 2.034 0.480 -0.008
H 2.331 1.217 -0.760
C 0.134 -1.159 -0.042
H 0.748 -1.999 0.255
O -2.785 0.726 -0.011
C 0.584 0.123 -0.058
H -2.676 1.689 0.001
H 2.325 0.854 0.980
N -1.275 -1.058 0.006
H -2.028 -1.729 -0.093
N -0.463 1.024 -0.044

Entry 4:
13
Properties=species:S:1:pos:R:3 method="wB97M-V/def2-TZVPD" de_lowest_kcal_mol=28.5 multiplicity=1 smiles=COc1cnc[nH]1
H 0.862 -0.358 -2.108
C -1.317 1.419 1.139
C -1.033 -0.633 0.608
H 2.302 -1.317 -1.650
O 1.360 -0.423 -0.094
C 1.283 -1.050 -1.368
H 0.689 2.019 0.689
H 0.667 -1.956 -1.329
H -1.285 -1.676 0.468
N -1.950 0.278 1.083
N -0.026 1.307 0.710
C 0.162 -0.012 0.375
H -1.739 2.361 1.465

Entry 5:
13
Properties=species:S:1:pos:R:3 method="wB97M-V/def2-TZVPD" de_lowest_kcal_mol=131.1 multiplicity=1
N -0.844 0.117 0.995
N 0.553 0.110 0.846
H -2.673 -0.388 -1.692
C 1.083 -0.521 -0.170
H 2.623 -1.917 0.006
C 2.520 -0.828 0.084
O -3.364 1.371 -0.850
H 1.010 0.296 1.741
H -3.005 2.095 -0.327
H 2.910 -0.511 1.066
C -2.465 0.346 -0.918
C -1.479 0.233 -0.066
H 3.132 -0.404 -0.716

Entry 6:
13
Properties=species:S:1:pos:R:3 method="wB97M-V/def2-TZVPD" de_lowest_kcal_mol=36.9 multiplicity=1 smiles=Nc1ccc(O)[nH]1
C -0.301 1.240 -0.165
O 2.315 -1.213 -0.005
H 3.095 -0.670 -0.188
C 1.108 0.926 -0.284
C 1.231 -0.399 -0.033
H -0.762 2.210 -0.260
H -0.147 -1.136 1.230
H -2.603 -0.448 -0.841
N -0.022 -0.974 0.229
N -2.346 -0.188 0.107
H -2.553 -1.011 0.671
H 1.901 1.619 -0.537
C -0.960 0.090 0.084

Entry 7:
13
Properties=species:S:1:pos:R:3 method="wB97M-V/def2-TZVPD" de_lowest_kcal_mol=56.5 multiplicity=1 smiles="C/N=c1/[nH]cco1"
H -2.128 1.860 -0.081
C 2.212 0.304 -0.039
O -0.197 0.888 0.039
H 2.224 0.779 0.947
C -1.582 0.909 -0.009
C -2.128 -0.329 -0.086
H 1.977 0.950 -0.819
H -3.113 -0.668 -0.087
H 3.230 -0.150 -0.262
N -0.973 -1.124 -0.062
N 1.309 -0.910 -0.077
H -0.967 -2.082 0.423
C 0.135 -0.426 0.112

Entry 8:
13
Properties=species:S:1:pos:R:3 method="wB97M-V/def2-TZVPD" de_lowest_kcal_mol=32.8 multiplicity=1 smiles=Nc1ccc(N)o1
C -0.292 -1.026 0.875
C 0.356 1.034 0.177
H -0.542 -1.840 1.525
H 0.320 0.706 2.310
H 0.066 2.788 -0.758
O 0.184 0.279 -0.952
C -0.269 -0.919 -0.509
C 0.131 0.334 1.303
H -0.544 -2.834 -0.941
N -0.220 -1.997 -1.415
H 0.796 2.904 0.743
N 0.768 2.360 -0.143
H -0.754 -1.790 -2.213

Entry 9:
13
Properties=species:S:1:pos:R:3 method="wB97M-V/def2-TZVPD" de_lowest_kcal_mol=138.1 multiplicity=1
H -1.700 0.680 -0.724
H -1.720 -1.109 -0.921
H 0.534 -1.198 1.657
H 0.985 0.824 -1.901
N 1.232 1.475 0.016
H 0.279 1.334 1.925
C 0.200 -0.520 0.929
O -1.189 -0.390 1.160
C 0.166 -0.511 -0.657
C -1.117 -0.362 -0.403
C 0.633 0.900 0.998
H 0.455 -1.503 -1.000
N 1.243 0.380 -1.078

Number 1: electronic energy -9272.424 eV, HOMO level -7.33 eV. Number 2: electronic energy -9268.911 eV, HOMO level -8.52 eV. Number 3: electronic energy -9273.063 eV, HOMO level -8.22 eV. Number 4: electronic energy -9272.267 eV, HOMO level -8.44 eV. Number 5: electronic energy -9267.815 eV, HOMO level -8.36 eV. Number 6: electronic energy -9271.900 eV, HOMO level -7.71 eV. Number 7: electronic energy -9271.050 eV, HOMO level -7.91 eV. Number 8: electronic energy -9272.081 eV, HOMO level -7.31 eV. Number 9: electronic energy -9267.515 eV, HOMO level -9.20 eV.